The following is a quantum chemistry calculation of a cluster of 13 separate species, C39H108N8O13 in total, from the Open Molecules 2025 dataset.

## Properties
**Frontier orbital gap**: 9.3 eV
**Charge**: 0
**Relative energy (zero: lowest compared OMol25 entry of this formula, charge and spin)**: 0.2922 eV
**Maximum force**: 4.11 eV/Å
**LUMO level**: 0.46 eV
**HOMO**: -8.87 eV

Last columns: bonded neighbours and bond lengths (Å).
Positions of all 168 atoms, in Å:
1 C -15.1729 22.8539 8.2565  C2 1.545, H7 1.099, H8 1.093, H9 1.083
2 C -15.9570 23.4823 7.0828  C1 1.545, C3 1.479, N6 1.514, H10 1.128
3 C -15.7173 22.9124 5.7398  C2 1.479, O4 1.429, H11 1.089, H12 1.124
4 O -15.9369 21.5018 5.8087  C3 1.429, C5 1.379
5 C -15.7644 20.8424 4.6096  O4 1.379, H13 1.099, H14 1.082, H15 1.071
6 N -17.4249 23.5275 7.4523  C2 1.514, H16 1.041, H17 1.047
7 H -14.0948 22.7900 8.0514  C1 1.099
8 H -15.3968 21.7882 8.3478  C1 1.093
9 H -15.3738 23.3539 9.1954  C1 1.083
10 H -15.6212 24.5508 6.9471  C2 1.128
11 H -14.6707 23.0187 5.4600  C3 1.089
12 H -16.3620 23.5015 5.0318  C3 1.124
13 H -16.4668 19.9972 4.5927  C5 1.099
14 H -14.7979 20.4347 4.3433  C5 1.082
15 H -16.1022 21.4516 3.7960  C5 1.071
16 H -17.7530 22.5433 7.3721  N6 1.041
17 H -17.9187 24.0468 6.6882  N6 1.047
18 C -11.8379 20.3026 4.8767  C19 1.514, H24 1.062, H25 1.090, H26 1.096
19 C -12.4816 20.9874 6.0641  C18 1.514, C20 1.511, N23 1.456, H27 1.099
20 C -12.3453 20.0726 7.2596  C19 1.511, O21 1.397, H28 1.103, H29 1.112
21 O -13.1505 18.9540 7.0295  C20 1.397, C22 1.403
22 C -14.4439 19.1139 7.5500  O21 1.403, H30 1.109, H31 1.120, H32 1.101
23 N -11.9831 22.2871 6.4913  C19 1.456, H33 1.019, H34 1.039
24 H -12.1559 20.6379 3.9200  C18 1.062
25 H -11.9813 19.2288 4.9964  C18 1.090
26 H -10.7698 20.5106 5.0112  C18 1.096
27 H -13.5714 21.0257 5.9269  C19 1.099
28 H -12.6225 20.4867 8.2433  C20 1.103
29 H -11.2508 19.8817 7.2990  C20 1.112
30 H -14.9964 20.0264 7.2481  C22 1.109
31 H -14.2443 19.2435 8.6447  C22 1.120
32 H -15.0416 18.2156 7.3300  C22 1.101
33 H -12.6714 22.9473 6.1338  N23 1.019
34 H -11.0345 22.4795 6.1122  N23 1.039
35 C -15.9489 17.3017 10.7292  C36 1.517, H41 1.090, H42 1.063, H43 1.108
36 C -14.5360 16.8749 11.0814  C35 1.517, C37 1.524, N40 1.440, H44 1.090
37 C -13.8100 17.9955 11.8154  C36 1.524, O38 1.406, H45 1.112, H46 1.099
38 O -13.6497 19.1139 10.9779  C37 1.406, C39 1.395
39 C -12.8585 20.0835 11.5951  O38 1.395, H47 1.114, H48 1.116, H49 1.080
40 N -14.6468 15.7757 12.0052  C36 1.440, H50 1.008, H51 1.016
41 H -15.9685 18.0812 9.9677  C35 1.090
42 H -16.4813 17.5686 11.6093  C35 1.063
43 H -16.5189 16.4365 10.3373  C35 1.108
44 H -13.9744 16.6717 10.1691  C36 1.090
45 H -12.8175 17.6068 12.1338  C37 1.112
46 H -14.3399 18.3115 12.7244  C37 1.099
47 H -13.3515 20.7019 12.3802  C39 1.114
48 H -12.5851 20.8040 10.7872  C39 1.116
49 H -11.9288 19.7188 12.0071  C39 1.080
50 H -13.7610 15.5838 12.4476  N40 1.008
51 H -14.8720 14.9061 11.5300  N40 1.016
52 C -19.4722 16.1693 7.4057  C53 1.578, H58 1.082, H59 1.114, H60 1.125
53 C -19.2528 17.2961 6.3235  C52 1.578, C54 1.553, N57 1.455, H61 1.086
54 C -18.1830 18.2817 6.8687  C53 1.553, O55 1.430, H62 1.112, H63 1.075
55 O -18.8255 18.9427 7.9619  C54 1.430, C56 1.417
56 C -17.9811 19.9983 8.3871  O55 1.417, H64 1.113, H65 1.104, H66 1.107
57 N -18.8801 16.5746 5.1165  C53 1.455, H67 1.006, H68 1.034
58 H -20.0693 15.4112 6.9171  C52 1.082
59 H -19.8318 16.5205 8.3999  C52 1.114
60 H -18.4575 15.6949 7.5111  C52 1.125
61 H -20.1660 17.8533 6.1391  C53 1.086
62 H -17.7842 19.0393 6.1591  C54 1.112
63 H -17.4249 17.7082 7.3709  C54 1.075
64 H -18.5205 20.7079 9.0530  C56 1.113
65 H -17.4840 20.5305 7.5573  C56 1.104
66 H -17.1871 19.5813 9.0360  C56 1.107
67 H -18.9316 17.1992 4.3297  N57 1.006
68 H -17.8723 16.3740 5.2316  N57 1.034
69 C -21.7306 14.4121 3.0325  O70 1.248, N71 1.331, N72 1.394
70 O -22.5980 15.1040 3.6033  C69 1.248
71 N -20.4712 14.5170 3.4488  C69 1.331, H73 1.011, H74 1.012
72 N -22.1496 13.4130 2.1557  C69 1.394, H75 1.025, H76 0.997
73 H -19.7807 14.0476 2.8783  N71 1.011
74 H -20.0784 15.2485 4.0279  N71 1.012
75 H -23.1064 13.0903 2.3312  N72 1.025
76 H -21.6159 12.7413 1.6481  N72 0.997
77 C -19.5329 22.2969 5.0746  O78 1.270, N79 1.344, N80 1.376
78 O -18.8454 21.6884 4.1975  C77 1.270
79 N -20.1073 21.6803 6.1212  C77 1.344, H81 1.009, H82 1.013
80 N -19.6023 23.6553 4.8638  C77 1.376, H83 1.032, H84 1.029
81 H -20.0541 20.6725 6.0990  N79 1.009
82 H -20.6797 22.2264 6.7536  N79 1.013
83 H -19.2416 23.9835 3.9548  N80 1.032
84 H -20.3564 24.1900 5.3164  N80 1.029
85 C -16.3458 13.7991 8.9905  C86 1.484, H89 1.113, H90 1.086, H91 1.100
86 C -15.9569 12.4499 9.4716  C85 1.484, C87 1.539, O88 1.431, H92 1.105
87 C -14.5821 11.9548 8.9900  C86 1.539, H93 1.090, H94 1.078, H95 1.093
88 O -15.9122 12.5230 10.8997  C86 1.431, H96 0.944
89 H -15.5559 14.5778 9.0790  C85 1.113
90 H -17.2355 14.1186 9.5261  C85 1.086
91 H -16.6327 13.7745 7.9290  C85 1.100
92 H -16.7499 11.7270 9.2073  C86 1.105
93 H -14.5761 11.8098 7.9094  C87 1.090
94 H -14.3589 11.0158 9.4699  C87 1.078
95 H -13.8652 12.7398 9.2418  C87 1.093
96 H -15.3948 11.7715 11.1410  O88 0.944
97 C -21.5324 24.2174 11.5332  C98 1.495, H101 1.073, H102 1.105, H103 1.097
98 C -22.0245 23.6532 10.2396  C97 1.495, C99 1.525, O100 1.446, H104 1.088
99 C -21.1851 22.4624 9.7873  C98 1.525, H105 1.101, H106 1.097, H107 1.087
100 O -23.3996 23.2088 10.2977  C98 1.446, H108 0.970
101 H -22.0397 25.1200 11.8136  C97 1.073
102 H -20.5045 24.5518 11.3016  C97 1.105
103 H -21.5464 23.4752 12.3406  C97 1.097
104 H -21.9311 24.4782 9.5360  C98 1.088
105 H -20.1154 22.6802 9.9307  C99 1.101
106 H -21.3844 22.0682 8.7836  C99 1.097
107 H -21.4851 21.6302 10.4186  C99 1.087
108 H -23.8769 23.6819 10.9968  O100 0.970
109 C -24.1110 16.2091 7.6212  C110 1.541, H113 1.093, H114 1.070, H115 1.083
110 C -23.6053 16.7342 6.2638  C109 1.541, C111 1.547, O112 1.440, H116 1.061
111 C -23.5877 18.2810 6.2764  C110 1.547, H117 1.082, H118 1.084, H119 1.074
112 O -22.2755 16.2094 6.0931  C110 1.440, H120 0.995
113 H -23.3554 16.2731 8.4085  C109 1.093
114 H -24.2761 15.1702 7.4240  C109 1.070
115 H -25.0724 16.6435 7.8658  C109 1.083
116 H -24.1831 16.3922 5.4428  C110 1.061
117 H -23.1551 18.6811 5.3684  C111 1.082
118 H -23.0247 18.6661 7.1187  C111 1.084
119 H -24.6104 18.5972 6.3680  C111 1.074
120 H -22.2778 15.6187 5.2923  O112 0.995
121 C -21.0821 18.2792 2.5639  C122 1.521, H125 1.109, H126 1.082, H127 1.088
122 C -19.6488 18.4581 2.0863  C121 1.521, C123 1.523, O124 1.436, H128 1.082
123 C -19.5964 19.4449 0.9268  C122 1.523, H129 1.079, H130 1.100, H131 1.093
124 O -18.8107 18.8275 3.1926  C122 1.436, H132 0.994
125 H -21.1358 17.5740 3.4185  C121 1.109
126 H -21.7475 17.9268 1.7867  C121 1.082
127 H -21.4635 19.2446 2.8897  C121 1.088
128 H -19.1999 17.5284 1.7632  C122 1.082
129 H -19.8839 18.9023 0.0397  C123 1.079
130 H -18.5603 19.7874 0.7884  C123 1.100
131 H -20.3313 20.2466 1.0369  C123 1.093
132 H -19.0675 19.7270 3.5293  O124 0.994
133 C -21.4832 18.4048 9.9641  C134 1.508, H137 1.074, H138 1.064, H139 1.081
134 C -20.9363 18.1829 11.3520  C133 1.508, C135 1.509, O136 1.433, H140 1.103
135 C -19.5285 18.6690 11.5967  C134 1.509, H141 1.101, H142 1.085, H143 1.099
136 O -21.8349 18.9588 12.1545  C134 1.433, H144 0.956
137 H -20.9458 17.9292 9.1651  C133 1.074
138 H -21.5009 19.4456 9.7434  C133 1.064
139 H -22.5145 18.0828 9.9183  C133 1.081
140 H -20.9794 17.1003 11.5573  C134 1.103
141 H -18.8119 18.0972 10.9877  C135 1.101
142 H -19.2873 18.5419 12.6466  C135 1.085
143 H -19.6311 19.7457 11.3998  C135 1.099
144 H -21.7157 18.7612 13.0824  O136 0.956
145 C -19.6404 12.1570 10.6425  C146 1.497, H149 1.112, H150 1.097, H151 1.100
146 C -20.8650 12.9408 11.0004  C145 1.497, C147 1.575, O148 1.409, H152 1.090
147 C -20.9601 14.1947 10.0528  C146 1.575, H153 1.106, H154 1.106, H155 1.079
148 O -22.0377 12.1870 10.7979  C146 1.409, H156 0.976
149 H -19.6522 11.1708 11.1567  C145 1.112
150 H -18.6827 12.6506 10.8485  C145 1.097
151 H -19.7323 11.9635 9.5640  C145 1.100
152 H -20.7808 13.2777 12.0337  C146 1.090
153 H -20.2194 14.9877 10.2657  C147 1.106
154 H -21.9833 14.6071 10.1354  C147 1.106
155 H -20.8505 14.0356 8.9910  C147 1.079
156 H -22.0616 11.4148 11.3935  O148 0.976
157 C -13.3491 16.8178 4.4662  C158 1.548, H161 1.091, H162 1.084, H163 1.108
158 C -14.3736 15.6596 4.3983  C157 1.548, C159 1.458, O160 1.417, H164 1.089
159 C -14.6540 15.0218 5.6794  C158 1.458, H165 1.076, H166 1.092, H167 1.102
160 O -15.6172 16.2194 4.0129  C158 1.417, H168 0.960
161 H -12.3311 16.4776 4.6604  C157 1.091
162 H -13.5800 17.4519 5.3150  C157 1.084
163 H -13.3788 17.4764 3.5757  C157 1.108
164 H -14.1202 14.8946 3.6665  C158 1.089
165 H -15.3179 14.2027 5.4635  C159 1.076
166 H -15.0625 15.7280 6.4049  C159 1.092
167 H -13.7100 14.5615 6.0122  C159 1.102
168 H -15.4992 16.8365 3.2873  O160 0.960